84
Properties=species:S:1:pos:R:3:lowdin_charge:R:1 method="wB97M-V/def2-TZVPD" e_homo_ev="-13.15 / -13.24" relative_energy_kj_mol=97.67 total_charge=+2 s_squared=3.949 spin_multiplicity=4 homo_lumo_gap_ev="4.84 / 6.33"
Mn -0.60264 -0.19903 0.13664 0.708
C 1.96476 4.04715 1.50125 -0.080
C 1.43131 2.61916 1.61307 -0.502
C 2.60093 1.65242 1.42820 -0.101
P 0.04200 2.26110 0.41831 1.147
C -1.02237 3.77164 0.45490 -0.514
C -2.02890 3.87600 -0.68274 -0.089
C -1.72160 3.93454 1.80101 -0.094
C 0.85297 2.31497 -1.20403 -0.294
C 1.03195 3.46167 -1.98128 -0.065
C 1.53488 3.37046 -3.26732 -0.043
C 1.85124 2.12927 -3.80293 -0.030
C 1.71452 0.98032 -3.03726 -0.045
C 1.23509 1.07257 -1.72908 -0.341
N 1.07127 -0.07071 -0.92291 -0.072
C 2.02977 -1.07197 -0.99278 -0.303
C 3.35697 -0.83178 -1.38379 -0.015
C 4.24915 -1.88387 -1.49097 -0.033
C 3.84526 -3.18639 -1.22592 -0.052
C 2.55617 -3.42902 -0.78530 -0.075
C 1.65131 -2.37870 -0.63822 -0.305
P -0.00544 -2.56040 0.06071 1.136
C 0.27765 -3.65566 1.52201 -0.485
C -1.00434 -3.89030 2.32152 -0.071
C 1.44649 -3.21758 2.39709 -0.077
C -0.98365 -3.52654 -1.16677 -0.489
C -0.77207 -2.95759 -2.55787 -0.087
C -2.47056 -3.56733 -0.81026 -0.078
H 2.82756 4.15248 2.15290 0.099
H 1.24313 4.79812 1.80757 0.078
H 2.29482 4.26510 0.49023 0.083
H 0.98862 2.49865 2.61149 0.105
H 3.19196 1.95430 0.56765 0.093
H 2.31765 0.60104 1.26532 0.052
H 3.25235 1.69494 2.29664 0.099
H -0.28828 4.58164 0.35663 0.098
H -2.95530 3.37314 -0.41995 0.072
H -1.67415 3.46260 -1.62721 0.067
H -2.26450 4.92453 -0.84711 0.102
H -2.41535 3.11426 1.98016 0.073
H -2.30677 4.85006 1.79052 0.099
H -1.03013 4.00060 2.63833 0.078
H 0.77291 4.43283 -1.59011 0.112
H 1.66356 4.26484 -3.85838 0.120
H 2.20401 2.05557 -4.82065 0.122
H 1.95806 0.01299 -3.45269 0.130
H 3.68596 0.17554 -1.57922 0.119
H 5.27154 -1.68883 -1.77856 0.122
H 4.53899 -4.00495 -1.33922 0.118
H 2.26409 -4.44340 -0.55178 0.118
H 0.57130 -4.60182 1.04398 0.121
H -1.63816 -3.00961 2.36407 0.036
H -0.75186 -4.17259 3.34159 0.098
H -1.60095 -4.69301 1.90256 0.088
H 1.29932 -2.24106 2.86530 0.065
H 2.38331 -3.17706 1.84728 0.079
H 1.56582 -3.94212 3.19910 0.102
H -0.55341 -4.53893 -1.12346 0.131
H -1.02496 -1.90037 -2.58104 0.039
H -1.43525 -3.46565 -3.25355 0.099
H 0.25076 -3.08092 -2.91191 0.086
H -2.88906 -2.56503 -0.73567 0.069
H -2.67206 -4.07912 0.12535 0.069
H -3.00237 -4.09926 -1.59386 0.094
N -0.02939 -0.20246 2.13068 -0.018
C -1.06098 0.30049 3.06509 -0.182
C -2.23610 -0.65049 3.16923 -0.067
C -2.89009 -1.00133 1.84943 -0.590
O -3.89270 -1.66265 1.74286 0.140
O -2.23505 -0.56390 0.79704 -0.221
H 0.16754 -1.17932 2.36817 0.055
H 0.84343 0.29718 2.30192 0.070
H -1.38734 1.27659 2.70506 0.087
H -0.63887 0.44192 4.06936 0.146
H -3.00107 -0.23602 3.82916 0.148
H -1.93886 -1.59050 3.64421 0.123
S -2.85284 0.81618 -3.85294 1.144
C -3.81033 1.06511 -2.45964 -0.324
C -3.07108 0.86145 -1.34167 -0.237
N -1.76661 0.51514 -1.57390 -0.072
C -1.53159 0.45169 -2.86399 -0.460
H -4.84235 1.33689 -2.52637 0.087
H -3.42938 0.93592 -0.33328 0.116
H -0.57168 0.21419 -3.27797 0.071

83
Properties=species:S:1:pos:R:3:lowdin_charge:R:1 method="wB97M-V/def2-TZVPD" e_homo_ev="-11.31 / -11.30" relative_energy_kj_mol=0.00 total_charge=+1 s_squared=0.751 spin_multiplicity=2 homo_lumo_gap_ev="8.31 / 8.33"
Yb 0.12321 -0.66873 1.31018 1.126
C -0.78884 -2.53495 2.17034 -0.327
C 0.53499 -2.87324 1.70195 -0.321
C 0.75084 -1.19732 3.32727 -0.330
C -0.66182 -1.49092 3.17084 -0.336
C 1.48933 -2.06225 2.42600 -0.323
C -2.05677 -3.17838 1.74667 -0.035
H -1.98439 -3.60835 0.74017 0.068
H -2.91080 -2.48742 1.76176 0.079
H -2.29396 -4.00641 2.43616 0.106
C -1.75862 -0.82017 3.90046 -0.024
H -2.74119 -1.01376 3.45205 0.087
H -1.62441 0.27070 3.93864 0.037
H -1.78924 -1.18608 4.94032 0.112
C 1.31609 -0.18619 4.24263 -0.015
H 1.44281 -0.61673 5.24896 0.117
H 0.65381 0.68408 4.34590 0.055
H 2.29462 0.19110 3.91851 0.086
C 2.96590 -2.13367 2.30725 -0.030
H 3.36051 -2.81527 3.07951 0.106
H 3.45295 -1.15953 2.45262 0.083
H 3.28187 -2.53128 1.33494 0.071
C 0.86801 -3.96106 0.74591 -0.026
H 1.08867 -4.88726 1.30456 0.108
H 1.75269 -3.73469 0.13477 0.071
H 0.03884 -4.18594 0.06267 0.072
C -1.65349 0.78177 -5.66557 -0.111
C -1.71777 -0.55586 -5.67658 -0.133
C -0.89398 -1.55428 -6.43408 -0.187
C 0.46222 -1.06425 -6.99750 -0.194
C 1.39290 -0.55427 -5.93606 -0.107
C 1.45284 0.66529 -5.38588 -0.136
C 0.63617 1.89119 -5.66982 -0.190
C -0.71025 1.68488 -6.40520 -0.194
H -1.48929 -1.97674 -7.26076 0.120
H 0.29181 -0.32337 -7.78594 0.101
H -0.69792 -2.40261 -5.75644 0.109
H -0.52691 1.34050 -7.42858 0.102
H -2.37168 1.30367 -5.01564 0.102
H -2.50057 -1.01439 -5.05908 0.094
H -1.18238 2.68036 -6.50056 0.116
H 0.42873 2.38045 -4.70293 0.104
H 2.22499 0.82156 -4.62245 0.088
H 1.24210 2.61761 -6.23724 0.121
H 0.93851 -1.93023 -7.49333 0.116
H 2.10264 -1.30263 -5.55246 0.103
P -1.16239 -0.44227 -0.83224 0.668
C -2.68518 0.41733 -0.74211 -0.270
C -1.34401 -1.81580 -1.90156 -0.248
P 1.63086 0.14162 -0.51726 0.671
C 0.16458 0.66452 -1.54666 -0.430
C 2.56165 -1.00571 -1.46437 -0.253
C 2.63471 1.52400 -0.14573 -0.256
H -2.66650 1.19646 0.03820 0.001
H -3.47414 -0.30679 -0.48664 0.067
H -2.88819 0.85937 -1.72044 0.061
H -1.48745 -1.43664 -2.91606 0.034
H -2.23921 -2.37833 -1.59163 0.066
H -0.48732 -2.50570 -1.87719 0.051
H 2.90645 2.01020 -1.08690 0.064
H 3.54610 1.16717 0.36237 0.069
H 2.11840 2.22696 0.52583 0.031
H -0.08157 1.70712 -1.28833 0.052
H 0.30550 0.56144 -2.63581 0.053
H 3.52023 -1.18040 -0.94987 0.065
H 2.75181 -0.55904 -2.44290 0.045
H 2.06341 -1.97916 -1.58830 0.045
O 2.13920 4.92206 4.32567 -0.272
S 1.73475 3.60097 4.68397 0.698
O 2.73149 2.65911 5.09578 -0.291
N 1.20221 2.93042 3.15522 -0.074
C -0.05513 2.60483 3.04798 -0.797
S -0.68527 1.90868 1.61133 0.637
C -0.82972 2.86429 4.29105 -0.249
C -2.18771 2.63335 4.52942 -0.043
C -2.71753 2.88243 5.80154 -0.049
C -1.89990 3.36432 6.82957 -0.050
C -0.53672 3.61694 6.58959 -0.029
C -0.01763 3.36462 5.31772 -0.168
H -2.82094 2.25232 3.72807 0.109
H -3.77245 2.69125 5.99098 0.113
H -2.31598 3.54686 7.81770 0.113
H 0.10983 3.99628 7.37700 0.122

83
Properties=species:S:1:pos:R:3:lowdin_charge:R:1 method="wB97M-V/def2-TZVPD" e_homo_ev="-10.57 / -10.57" relative_energy_kj_mol=0.00 total_charge=+1 homo_lumo_gap_ev="5.86 / 5.71"
Tl 1.68926 2.60678 -2.67954 0.912
C -1.54769 -3.08333 2.10911 -0.127
C -2.63734 -2.18634 1.92962 -0.131
C -2.24637 -3.22927 -0.08075 -0.093
C -1.30377 -3.72824 0.86661 -0.109
C -3.03446 -2.24040 0.56392 -0.132
C -0.85488 -3.33761 3.38701 -0.004
H -0.60114 -2.38934 3.88042 0.061
H 0.07010 -3.90150 3.21445 0.089
H -1.48648 -3.91158 4.08608 0.114
C -0.30818 -4.79210 0.63079 0.012
H 0.58853 -4.64208 1.25396 0.094
H -0.01155 -4.79906 -0.42859 0.079
H -0.71163 -5.79260 0.86575 0.117
C -2.43283 -3.72649 -1.44644 0.013
H -2.80213 -4.76343 -1.45127 0.126
H -1.46389 -3.73333 -1.99251 0.066
H -3.15314 -3.10922 -1.99138 0.084
C -4.12264 -1.45316 -0.04653 -0.011
H -5.11496 -1.86689 0.18672 0.113
H -4.02005 -1.43999 -1.13641 0.088
H -4.11298 -0.41961 0.31939 0.079
C -3.26635 -1.35900 2.97766 0.003
H -4.36580 -1.40605 2.91425 0.105
H -2.97577 -0.30054 2.87264 0.065
H -2.97477 -1.69601 3.98231 0.093
C 0.93776 -0.29712 2.13653 -0.074
C 0.45646 -0.17082 3.38165 -0.124
C -0.33625 0.95336 3.97673 -0.172
C -0.83403 2.04645 2.98226 -0.197
C -1.81270 1.58032 1.94569 -0.117
C -1.55511 0.95700 0.78420 -0.105
C -0.24552 0.75246 0.10643 -0.199
C 0.98853 0.71659 1.03540 -0.210
H 0.30411 1.45495 4.72475 0.119
H 0.02025 2.56062 2.52525 0.064
H -1.20708 0.58316 4.55578 0.112
H 1.19515 1.73189 1.40234 0.057
H 1.47153 -1.22126 1.87139 0.116
H 0.71383 -0.92925 4.12824 0.097
H 1.84735 0.42188 0.41523 0.080
H -0.29697 -0.19179 -0.47190 0.105
H -2.39040 0.58522 0.17520 0.086
H -0.09570 1.53295 -0.67927 0.030
H -1.37489 2.80423 3.58249 0.117
H -2.85662 1.73023 2.25268 0.106
P 1.26158 3.97973 -0.09042 0.696
C 3.00166 4.45450 0.26506 -0.282
C 0.46423 4.94483 1.28012 -0.261
P -0.62783 4.39161 -2.21255 0.682
C 0.86750 5.21694 -1.42123 -0.638
C -1.95276 5.17291 -1.17905 -0.272
C -0.71962 5.48403 -3.68146 -0.302
H 3.65867 4.18417 -0.57495 0.035
H 3.32318 3.90657 1.16445 0.052
H 3.05292 5.53747 0.45447 0.055
H 0.70315 6.00396 1.13556 0.049
H 0.86675 4.62958 2.24875 0.046
H -0.62730 4.83610 1.29453 0.031
H -0.53280 6.52877 -3.38843 0.056
H -1.72708 5.38860 -4.11400 0.048
H 0.02161 5.17312 -4.43223 0.038
H 1.70006 5.29797 -2.14735 0.026
H 0.60054 6.19786 -0.99890 0.058
H -2.87022 5.23852 -1.77690 0.047
H -1.67339 6.18819 -0.87632 0.051
H -2.17886 4.58522 -0.27873 0.027
O 0.11113 -4.18216 -2.77990 -0.019
C 1.07373 -3.40017 -2.62981 -0.498
N 1.06073 -2.18452 -2.01380 -0.076
S 2.43885 -1.35073 -2.09088 0.608
O 2.37470 -0.25084 -3.05393 -0.467
O 3.02178 -1.05310 -0.80243 -0.320
C 3.34144 -2.72560 -2.78613 -0.223
C 4.72870 -2.85718 -2.92386 -0.028
C 5.20273 -4.10894 -3.35842 -0.065
C 4.32197 -5.17602 -3.61273 -0.058
C 2.93538 -5.00276 -3.47149 0.006
C 2.47190 -3.76368 -3.01778 -0.150
H 5.38192 -2.00835 -2.70545 0.120
H 6.27728 -4.25614 -3.45911 0.106
H 4.71484 -6.13726 -3.93367 0.105
H 2.20215 -5.78387 -3.64931 0.119

90
Properties=species:S:1:pos:R:3:lowdin_charge:R:1 method="wB97M-V/def2-TZVPD" e_homo_ev=-7.02 relative_energy_kj_mol=42.15 total_charge=0 homo_lumo_gap_ev=6.88
Ti -2.92756 -1.90706 1.11800 0.499
C -1.88310 -2.96193 -4.18680 -0.070
C -1.19384 -1.93642 -3.34830 -0.240
C -0.22352 -1.12590 -3.83443 0.059
C 0.37508 -0.14868 -2.99627 -0.208
N 0.05168 -0.05812 -1.74294 0.183
N -0.88666 -0.87605 -1.23708 0.024
B -1.20682 -0.66146 0.28599 -0.675
N 0.06440 -0.89506 1.15494 -0.024
N 1.23608 -1.16794 0.59242 0.198
C 2.29111 -1.25232 1.35644 -0.206
C 2.20357 -1.01047 2.74712 0.053
C 0.99843 -0.75807 3.32749 -0.240
C 0.82786 -0.53491 4.79380 -0.058
C -0.13988 -0.75049 2.47109 -0.597
S -1.74192 -0.62573 3.04679 0.824
C 3.61884 -1.57810 0.69169 -0.547
C 4.52695 -0.34442 0.79243 -0.035
C 4.27628 -2.76513 1.40611 -0.043
C 3.41231 -1.93376 -0.77854 -0.055
N -1.44580 0.91767 0.43483 -0.025
N -0.37092 1.67494 0.66144 0.188
C -0.51448 2.96023 0.81127 -0.203
C -1.78475 3.56836 0.67039 0.060
C -2.88594 2.80481 0.44184 -0.236
C -4.26075 3.37536 0.32232 -0.066
C -2.69118 1.39163 0.37171 -0.605
S -3.99052 0.29014 0.26184 0.734
C 0.72161 3.77268 1.16566 -0.543
C 0.96672 4.83152 0.08329 -0.036
C 0.47777 4.46297 2.51510 -0.038
C 1.94928 2.87086 1.28196 -0.049
C -1.57284 -1.76058 -1.97336 -0.564
S -2.88864 -2.61419 -1.32747 0.777
C 1.37891 0.85128 -3.54861 -0.544
C 1.94659 1.71626 -2.42603 -0.057
C 0.65471 1.74869 -4.56213 -0.038
C 2.52313 0.10894 -4.25030 -0.036
H -1.45471 -2.98931 -5.18762 0.081
H -2.94925 -2.74110 -4.25708 0.080
H -1.79980 -3.94806 -3.72825 0.082
H 0.07937 -1.21175 -4.87056 0.122
H 3.09696 -1.04470 3.35851 0.122
H 1.78968 -0.55732 5.30425 0.081
H 0.17261 -1.29971 5.21403 0.085
H 0.34049 0.42348 4.98114 0.081
H 4.69968 -0.05748 1.83189 0.082
H 4.07906 0.50821 0.27710 0.075
H 5.49656 -0.55286 0.33547 0.088
H 4.50440 -2.54336 2.44976 0.076
H 5.21582 -3.01875 0.91116 0.087
H 3.62843 -3.64315 1.37869 0.094
H 2.93078 -1.11653 -1.31443 0.048
H 2.77703 -2.81412 -0.88612 0.091
H 4.38028 -2.14152 -1.23977 0.089
H -1.88604 4.64274 0.76415 0.123
H -4.23407 4.46279 0.37397 0.081
H -4.89607 2.99010 1.12139 0.082
H -4.72353 3.06863 -0.61662 0.082
H 0.11734 5.50927 -0.02182 0.079
H 1.15211 4.36427 -0.88564 0.075
H 1.84035 5.43217 0.34361 0.089
H -0.37166 5.14732 2.47660 0.079
H 1.35879 5.04181 2.79897 0.088
H 0.28480 3.72629 3.29726 0.091
H 2.14234 2.34049 0.34953 0.059
H 1.81540 2.11974 2.06229 0.079
H 2.82061 3.48114 1.52929 0.091
H 1.15374 2.25755 -1.90928 0.062
H 2.65524 2.43506 -2.84319 0.093
H 2.45955 1.10756 -1.67980 0.064
H -0.15755 2.29787 -4.08185 0.092
H 0.23293 1.16996 -5.38625 0.081
H 1.35457 2.47207 -4.98521 0.088
H 3.03919 -0.56172 -3.56195 0.077
H 3.24841 0.83076 -4.63056 0.089
H 2.17021 -0.47936 -5.09901 0.078
N -5.06706 -2.50395 0.69427 -0.107
C -5.26069 -3.77315 1.41835 -0.134
C -4.48875 -3.71440 2.74311 -0.641
O -4.66127 -4.58944 3.56268 0.069
O -3.69328 -2.69151 2.84615 -0.217
H -5.62260 -1.77639 1.13555 0.082
H -5.37152 -2.56274 -0.27133 0.068
H -4.86110 -4.59101 0.81729 0.127
H -6.30740 -3.99109 1.63000 0.123
C -1.44020 -3.40955 1.17140 -0.244
H -2.02635 -4.33879 1.10211 0.015
H -0.99643 -3.38948 2.17119 0.013
H -0.65959 -3.45653 0.41148 0.000

83
Properties=species:S:1:pos:R:3:lowdin_charge:R:1 method="wB97M-V/def2-TZVPD" e_homo_ev="-11.64 / -11.64" relative_energy_kj_mol=276.40 total_charge=+2 s_squared=15.761 spin_multiplicity=8 homo_lumo_gap_ev="3.26 / 3.21"
N -6.99152 5.32018 -5.49350 0.067
C -6.79839 5.93346 -4.32383 -0.114
C -6.02339 5.36208 -3.29746 -0.008
C -5.38152 4.12086 -3.51354 -0.216
C -5.64454 3.47756 -4.74850 -0.012
C -6.46049 4.11583 -5.69898 -0.118
C -4.41345 3.58295 -2.55179 -0.011
Eu 0.64429 0.89538 1.08415 1.415
P 5.96212 -1.06956 0.23357 0.936
C -3.52742 2.58863 -2.85627 -0.046
C -2.65463 1.89253 -1.91886 -0.194
C -1.47565 1.26795 -2.39580 0.018
C -0.69748 0.46467 -1.53918 -0.172
C -1.25379 0.19856 -0.28848 -0.348
C -2.18571 1.02692 0.32927 -0.142
C -2.94169 1.86509 -0.53764 0.025
Br 1.71007 -1.46222 2.26396 0.257
H -4.38701 4.09724 -1.57023 0.125
H -3.43734 2.34222 -3.92552 0.118
H -5.88374 5.90552 -2.36354 0.111
H -5.20127 2.51606 -5.00594 0.103
H -7.25535 6.92177 -4.17982 0.119
H -6.67019 3.64861 -6.66613 0.117
H -1.19343 1.43899 -3.44661 0.142
H -3.78012 2.47451 -0.18326 0.130
H 0.24872 0.05914 -1.88947 0.103
H -2.40210 1.02290 1.40219 0.113
P -0.44902 -2.13364 0.32973 0.980
C 5.52188 0.69774 0.43055 -0.457
C 6.68280 1.60698 -0.01889 -0.173
H 5.31226 0.86238 1.49941 0.071
H 4.61323 0.88660 -0.16205 0.049
H 6.55204 2.62252 0.37397 0.067
H 7.65020 1.23561 0.34642 0.067
H 6.75290 1.68559 -1.11132 0.070
C 5.25888 -1.56219 -1.38175 -0.450
C 6.05789 -2.71125 -2.01226 -0.171
H 5.31608 -0.66897 -2.02074 0.074
H 4.20490 -1.83758 -1.22900 0.048
H 5.82358 -2.80206 -3.07845 0.068
H 7.13845 -2.54178 -1.92628 0.067
H 5.83260 -3.67848 -1.54815 0.067
C 4.99654 -2.05135 1.43846 -0.490
C 5.79152 -2.30837 2.72661 -0.171
H 4.74062 -3.01227 0.96095 0.080
H 4.05778 -1.50711 1.64528 -0.082
H 5.26268 -3.02243 3.37218 0.067
H 6.78124 -2.72825 2.50067 0.070
H 5.94392 -1.38745 3.30454 0.068
C -0.37632 -3.66499 1.42541 -0.406
C -1.52153 -4.66635 1.44314 -0.113
H -0.23315 -3.29023 2.44951 0.023
H 0.55694 -4.17815 1.15969 0.080
H -2.43106 -4.21881 1.85185 0.068
H -1.74776 -5.09381 0.46139 0.083
H -1.23898 -5.50033 2.09708 0.101
C 0.68160 -2.73655 -1.03422 -0.347
C 0.14215 -2.70389 -2.46187 -0.124
H 0.94892 -3.76375 -0.75518 0.094
H 1.60923 -2.14514 -0.96390 0.059
H -0.56581 -3.52035 -2.66016 0.091
H -0.35719 -1.75341 -2.68521 0.046
H 0.98064 -2.81828 -3.16393 0.097
C -2.11281 -2.39785 -0.40692 -0.392
C -3.22597 -1.98946 0.55318 -0.127
H -2.19067 -3.43831 -0.73925 0.091
H -2.11755 -1.77217 -1.30413 0.069
H -3.99325 -1.43905 -0.00408 0.091
H -3.72208 -2.84630 1.02370 0.078
H -2.86469 -1.33453 1.35535 0.059
N -0.43250 -0.79620 4.76989 0.120
C -0.51046 0.56500 4.64898 -0.363
C -0.97661 1.35099 5.72055 0.019
C -1.00822 2.73256 5.55702 -0.021
C -0.71234 3.27225 4.30873 -0.055
C -0.34767 2.43280 3.25637 -0.217
N -0.17910 1.10000 3.44374 -0.069
H 0.29081 -1.25905 4.19762 -0.028
H -0.64691 -1.17963 5.68632 0.115
H -1.24132 0.83812 6.64704 0.130
H -1.25882 3.37059 6.39949 0.130
H -0.75843 4.34048 4.11656 0.117
H -0.18700 2.85174 2.24763 0.067